Entry 1:
{"formula": "C17H32N2O3S", "method": "the ωB97M-V functional and the def2-TZVPD basis", "charge": 0, "e_tot_ha": -1399.615416, "relative_energy_ev": 22.128, "homo_lumo_gap_ev": 8.410, "elements": ["H", "H", "H", "H", "N", "C", "H", "H", "S", "H", "C", "H", "H", "H", "H", "H", "C", "H", "H", "C", "H", "O", "H", "H", "C", "H", "H", "O", "H", "C", "C", "C", "C", "C", "H", "C", "C", "C", "C", "H", "H", "C", "H", "C", "O", "H", "H", "H", "H", "H", "H", "H", "N", "H", "C"], "positions_angstrom": [[-3.41, -2.05, -0.48], [0.66, -0.42, -1.46], [3.67, -0.95, 2.99], [-4.65, -2.41, 1.58], [-5.36, -0.88, 0.21], [3.20, 1.53, 1.45], [-2.91, 0.44, -2.46], [-4.18, 0.00, 1.47], [0.31, 1.38, -0.10], [5.09, 1.17, -0.77], [0.94, -0.22, -0.19], [-1.97, 1.05, 1.04], [4.02, 1.52, 2.10], [2.24, 1.74, 2.05], [-5.03, 1.16, 0.45], [3.19, -0.17, -2.57], [4.40, -1.81, -0.12], [-4.48, -0.53, -2.22], [-1.33, 1.97, -1.48], [2.79, -1.02, 2.19], [2.55, -1.87, 1.84], [0.17, 1.64, 1.47], [-7.36, -1.15, -0.58], [3.55, 1.99, 0.67], [4.66, -0.42, 0.29], [-7.29, 0.00, 0.50], [-2.83, 2.24, 0.04], [0.98, 2.48, -0.55], [2.89, 1.36, -1.27], [2.50, -0.25, -0.57], [-4.61, 0.01, 0.74], [3.29, -0.03, 0.97], [-5.63, -1.89, 1.32], [4.77, 0.34, -0.92], [5.05, -2.36, -0.82], [3.01, -1.85, -0.57], [-3.27, 0.07, -0.39], [-6.63, -0.23, -0.21], [3.32, 0.53, -1.40], [0.66, -1.06, 0.40], [5.38, -0.23, -1.67], [-2.23, 1.33, 0.01], [-1.75, -1.43, -0.97], [-2.64, -1.26, -0.46], [2.27, -2.93, -1.06], [-2.30, -1.50, 0.76], [2.08, -0.52, 2.53], [-6.21, -2.74, 0.96], [-4.34, 1.48, -1.99], [5.49, -0.46, 0.87], [-5.95, -1.43, 2.06], [4.36, -2.72, 0.84], [-1.17, 1.33, -0.62], [-6.69, 0.32, -0.93], [-3.84, 0.60, -1.80]]}

Entry 2:
{"formula": "C17H32N5O5", "method": "the ωB97M-V functional and the def2-TZVPD basis", "charge": 1, "e_tot_ha": -1315.964112, "relative_energy_ev": 17.705, "homo_lumo_gap_ev": 6.038, "elements": ["C", "H", "H", "H", "H", "H", "C", "N", "O", "N", "H", "H", "C", "H", "H", "O", "C", "H", "H", "H", "H", "H", "C", "O", "C", "H", "H", "C", "H", "H", "C", "H", "C", "H", "H", "H", "H", "O", "C", "N", "N", "O", "H", "H", "H", "H", "H", "C", "N", "C", "H", "C", "C", "C", "H", "H", "C", "C", "H"], "positions_angstrom": [[-3.69, -1.57, 1.72], [-4.89, -1.79, -3.36], [-4.71, 1.33, -2.62], [1.54, -4.11, 1.42], [-2.72, -0.44, -3.28], [4.64, 2.65, 1.72], [1.77, 2.81, -0.31], [-3.13, -0.27, -2.33], [7.46, -0.32, 2.62], [-5.01, -0.19, -4.87], [1.07, 1.72, -3.03], [8.68, 1.47, 3.93], [0.85, -2.75, -0.70], [7.79, 2.73, 3.07], [-5.96, -0.13, -5.34], [1.16, -2.40, 0.79], [6.95, 0.77, 2.89], [5.25, 0.28, 1.96], [-3.21, -0.87, 3.96], [2.58, 0.75, -1.17], [-4.30, 0.30, 2.94], [-5.10, -1.31, 3.63], [-5.36, -0.70, -3.47], [0.88, 3.96, -0.66], [-4.58, 0.20, -2.30], [5.46, 3.00, 3.26], [1.77, -2.72, -1.55], [-4.11, -0.86, 3.18], [-2.67, -2.16, 1.78], [-6.53, -0.74, -3.30], [-1.78, 0.38, 1.11], [-0.93, -2.86, -2.28], [-0.79, -2.31, -1.26], [0.50, 4.27, 0.22], [-0.46, 2.00, -1.88], [-0.74, -0.08, -3.45], [1.71, -4.52, -0.20], [2.81, 3.09, 0.51], [0.47, 1.33, -2.10], [-2.82, -0.05, 0.14], [-0.83, -0.81, -1.30], [-3.86, -0.70, 0.58], [-0.09, 1.31, 2.83], [4.00, 1.97, 3.24], [7.14, 2.05, 4.60], [-4.51, -2.43, 1.60], [-5.10, 0.09, -1.25], [7.68, 1.83, 3.67], [5.68, 1.04, 2.48], [1.56, 1.27, -0.85], [1.10, 0.59, 0.01], [0.88, -4.00, 0.49], [4.91, 2.24, 2.69], [-0.80, 0.70, 2.09], [0.85, -0.82, -2.77], [-1.48, -2.68, -0.39], [-0.12, -0.20, -2.47], [-2.32, -0.39, -1.23], [-4.49, -0.94, -5.41]]}

Entry 3:
{"formula": "C17H33Br12F6N2O3PS", "method": "the ωB97M-V functional and the def2-TZVPD basis", "charge": 0, "e_tot_ha": -33229.742632, "homo_lumo_gap_ev": 9.582, "elements": ["H", "Br", "H", "H", "C", "H", "H", "H", "C", "Br", "H", "F", "H", "H", "H", "P", "C", "H", "H", "O", "C", "H", "C", "F", "C", "F", "Br", "C", "H", "H", "C", "H", "Br", "C", "S", "Br", "O", "H", "N", "H", "H", "Br", "H", "H", "H", "H", "Br", "H", "O", "C", "F", "C", "H", "Br", "Br", "H", "H", "Br", "H", "H", "C", "F", "C", "C", "H", "C", "C", "H", "N", "C", "Br", "H", "H", "Br", "F"], "positions_angstrom": [[-2.45, 5.26, -4.25], [-5.67, -4.96, 10.82], [2.87, 7.11, -9.19], [-0.04, -0.37, 0.07], [-2.23, 0.85, 0.55], [-6.18, -5.58, 7.98], [-2.01, -5.07, 2.73], [-2.95, -9.16, 4.87], [-3.93, -8.31, 3.16], [0.13, 6.29, -3.27], [7.24, 0.27, 0.54], [-2.38, -0.44, 0.41], [2.89, 0.41, 2.04], [2.53, 2.43, -5.03], [3.48, 1.22, -4.14], [5.34, -0.01, 1.44], [2.72, 1.37, -4.90], [-0.24, 5.55, -5.60], [1.64, 2.00, 0.80], [6.66, -0.51, 0.63], [-1.93, -4.01, 2.51], [-5.30, -4.35, 7.05], [3.08, 0.74, -6.22], [-2.25, 1.45, -0.61], [-5.26, -4.01, 9.17], [-3.22, 1.29, 1.28], [-4.66, -6.60, 2.58], [-0.87, 1.23, 1.24], [-4.28, -3.55, 9.31], [5.41, 1.62, 3.04], [-1.72, 4.48, -4.48], [2.21, 8.46, -7.06], [3.81, -1.05, -5.99], [-2.80, -3.16, 3.39], [4.26, 1.83, -0.46], [2.17, 5.54, -7.42], [5.61, 1.86, -0.87], [-4.79, -8.96, 3.30], [5.83, 1.45, 2.14], [3.87, 1.31, -6.71], [1.15, 6.71, -9.36], [1.06, 0.64, -4.20], [1.67, 9.15, -8.61], [2.23, 0.65, -6.90], [0.43, 4.23, -4.62], [1.53, 0.98, -0.68], [-1.41, -7.37, 4.14], [0.50, -0.39, 1.72], [3.92, 2.91, 0.37], [-5.31, -4.92, 7.98], [-0.64, 2.50, 0.94], [1.56, 0.99, 0.41], [-3.33, -8.69, 2.34], [-2.71, -3.71, 5.25], [-1.81, 3.17, -3.05], [-2.16, -3.84, 1.46], [-6.01, -3.23, 9.09], [-0.04, -3.55, 2.70], [-3.84, -3.27, 3.10], [-2.52, -2.11, 3.36], [-3.15, -8.18, 4.44], [-1.12, 1.11, 2.57], [2.74, 0.19, 0.98], [-0.33, 5.01, -4.66], [-3.66, -7.56, 5.18], [0.26, 0.29, 0.89], [1.59, 8.30, -7.94], [-2.04, 3.94, -5.38], [4.04, 0.33, 0.23], [1.92, 7.02, -8.66], [-3.74, -6.07, 7.88], [2.47, -0.87, 0.90], [6.84, 1.57, 2.17], [-0.26, 8.31, -7.33], [3.42, 1.88, -1.80]]}

Entry 4:
{"formula": "C17H33ClNO10P", "method": "the ωB97M-V functional and the def2-TZVPD basis", "charge": 0, "e_tot_ha": -2276.265045, "homo_lumo_gap_ev": 8.732, "smiles": "C=CCP(CC(=O)Cl)NCCC.COC(=O)OC.COC(=O)OC.COC(=O)OC", "elements": ["H", "H", "H", "C", "H", "O", "H", "H", "H", "C", "H", "H", "H", "Cl", "O", "H", "O", "H", "H", "H", "H", "C", "O", "C", "H", "H", "N", "C", "H", "H", "C", "C", "C", "H", "C", "H", "C", "O", "O", "H", "H", "H", "H", "P", "H", "O", "C", "C", "H", "C", "H", "C", "H", "H", "H", "H", "H", "C", "C", "O", "O", "O", "C"], "positions_angstrom": [[0.60, -1.99, -2.98], [3.47, 1.72, -0.49], [1.23, -0.47, -0.03], [2.16, 2.80, 4.70], [-3.22, -2.87, -3.77], [-1.16, 2.14, 5.48], [-1.96, 0.27, 5.03], [7.34, -2.25, 1.01], [-2.50, 1.60, 3.98], [-2.95, -3.08, -2.74], [-3.69, 4.80, -3.17], [1.13, -3.14, -1.14], [0.55, -4.36, -0.02], [-5.56, -3.53, -2.06], [-2.66, 4.01, -1.63], [2.58, 1.79, 4.70], [-3.70, 2.67, -0.14], [-1.52, -2.52, -0.61], [-1.01, -0.20, -2.67], [-2.09, 2.76, 1.95], [-3.11, -2.16, -2.17], [-0.03, 2.04, 4.78], [0.89, 2.81, 5.36], [-1.84, -0.45, -4.56], [4.50, 2.54, -1.71], [-4.65, 4.59, -1.68], [-0.99, -3.32, -0.95], [-2.24, 1.32, 5.00], [-3.07, 1.51, 5.67], [-0.40, 2.41, 1.53], [-3.87, -4.13, -2.18], [6.31, -2.01, 0.73], [5.19, -0.25, -0.28], [-2.41, 0.47, -4.54], [-1.11, -0.85, -3.53], [-1.70, 1.34, 0.95], [-3.90, 4.15, -2.33], [4.14, -0.81, -0.18], [5.38, 0.96, -0.82], [-1.87, -1.03, -5.48], [5.68, -2.00, 1.61], [5.94, -2.74, 0.02], [3.73, 0.97, -2.09], [-1.18, -3.61, -2.62], [-4.25, 3.18, -2.68], [-3.62, -5.23, -1.84], [-1.43, 2.37, 1.18], [4.19, 1.58, -1.31], [1.53, -2.47, 1.16], [0.36, -3.35, -0.39], [2.07, 3.16, 3.68], [0.52, -2.37, 0.77], [-0.14, -2.50, -4.48], [-0.02, -0.32, 1.23], [-0.18, -2.64, 1.57], [-0.46, -0.78, -0.40], [2.79, 3.46, 5.29], [-2.72, 3.23, -0.55], [-0.36, -2.14, -3.47], [0.13, 1.36, 3.80], [-1.51, 3.18, 0.01], [6.37, -0.71, 0.13], [0.31, -0.90, 0.37]]}

Entry 5:
{"formula": "C17H33Cu2O9S3", "method": "the ωB97M-V functional and the def2-TZVPD basis", "charge": 1, "e_tot_ha": -5819.844758, "homo_lumo_gap_ev": 6.736, "elements": ["H", "O", "H", "H", "H", "H", "C", "C", "O", "C", "C", "H", "O", "C", "H", "O", "H", "H", "S", "H", "H", "H", "C", "H", "H", "Cu", "H", "C", "S", "C", "C", "C", "H", "C", "S", "O", "O", "O", "H", "H", "H", "C", "C", "H", "H", "H", "H", "C", "H", "H", "C", "H", "Cu", "H", "H", "C", "O", "H", "H", "H", "H", "O", "H", "C"], "positions_angstrom": [[14.04, -9.05, 2.59], [7.03, -7.81, 0.35], [13.41, -11.41, -0.96], [8.81, -10.21, 0.25], [10.62, -10.80, 2.89], [12.66, -9.56, 0.61], [14.47, -9.69, 1.82], [11.30, -6.15, 4.20], [15.66, -12.02, 2.81], [14.00, -11.16, -0.08], [13.72, -9.81, 0.53], [8.94, -11.17, 2.71], [10.00, -12.35, 4.10], [4.21, -12.25, 3.80], [6.19, -11.20, 3.48], [3.70, -12.31, 0.30], [10.25, -12.21, 2.01], [6.45, -12.33, 1.14], [11.19, -7.85, 3.55], [15.56, -9.55, 1.78], [9.19, -9.04, 3.77], [7.14, -9.24, 1.92], [13.63, -12.15, 1.04], [7.47, -11.07, -0.17], [7.92, -6.71, 4.59], [11.82, -11.65, 5.18], [2.43, -12.69, 2.52], [8.99, -6.87, 4.47], [4.20, -13.26, 1.26], [5.75, -12.60, 1.92], [5.31, -11.57, 2.96], [9.40, -8.00, 3.53], [11.74, -6.21, 5.19], [7.89, -9.21, -1.34], [14.41, -11.38, 2.52], [11.70, -7.80, 2.20], [4.34, -14.66, 0.94], [13.41, -11.39, 3.59], [8.88, -9.11, -1.79], [7.15, -9.48, -2.10], [4.88, -10.76, 2.37], [7.77, -10.03, -0.06], [6.91, -9.13, 0.86], [9.59, -4.96, 5.11], [9.02, -7.69, 2.56], [9.21, -7.29, 5.46], [14.10, -13.13, 0.96], [9.86, -5.62, 4.28], [6.08, -13.52, 2.41], [5.87, -9.43, 0.69], [9.91, -11.65, 2.89], [12.54, -12.15, 1.13], [9.49, -13.85, 5.55], [15.05, -11.35, -0.31], [14.07, -9.05, -0.17], [7.52, -7.80, -0.91], [11.74, -8.78, 4.52], [4.62, -12.78, 4.66], [12.01, -5.70, 3.50], [9.68, -5.00, 3.40], [3.66, -11.39, 4.19], [7.62, -6.82, -1.59], [3.28, -14.13, 3.26], [3.36, -13.11, 2.89]]}

Entry 6:
{"formula": "C17H33NO2", "method": "the ωB97M-V functional and the def2-TZVPD basis", "charge": 0, "e_tot_ha": -872.806032, "relative_energy_ev": 0.181, "homo_lumo_gap_ev": 9.114, "smiles": "COC(=O)CCCCCCCCCCN1CCCCC1", "elements": ["C", "H", "C", "H", "H", "H", "H", "H", "H", "H", "H", "C", "H", "H", "C", "H", "H", "C", "C", "C", "C", "C", "C", "H", "N", "H", "H", "H", "H", "C", "C", "H", "H", "H", "H", "H", "H", "H", "H", "C", "H", "O", "C", "H", "H", "H", "C", "H", "H", "C", "O", "C", "H"], "positions_angstrom": [[-4.74, 1.87, 1.23], [0.14, 0.17, -1.13], [1.10, -0.18, -1.51], [-4.97, 2.33, 0.26], [1.56, 0.66, -2.03], [-5.08, -0.01, 2.22], [2.29, -0.45, 2.47], [-5.23, 2.45, 2.01], [-3.01, 1.46, 2.44], [5.78, 2.97, -0.03], [-6.32, 0.40, 1.02], [0.06, -2.49, -1.99], [1.55, -1.37, 0.24], [7.23, 2.17, 0.59], [2.90, 0.27, 1.92], [-1.28, -1.31, 0.23], [-1.76, -0.31, -2.01], [0.90, -1.32, -2.50], [2.20, 0.64, 0.61], [-3.23, 1.86, 1.45], [-4.49, -0.39, 0.19], [4.29, -0.35, 1.71], [6.28, 2.62, 0.88], [4.21, -1.31, 1.20], [-3.07, -0.36, 0.49], [-2.70, -2.34, 0.08], [-1.90, -3.36, -2.06], [-4.71, 0.02, -0.81], [2.96, -0.88, -0.71], [-2.55, 0.98, 0.40], [-1.43, -2.41, -2.35], [4.76, -0.50, 2.69], [6.44, 3.45, 1.56], [-2.72, 1.43, -0.60], [-2.83, 2.88, 1.39], [-1.51, -2.34, -3.44], [0.44, -3.42, -2.43], [-1.48, 0.95, 0.59], [2.78, 1.41, 0.10], [5.17, 0.56, 0.89], [-3.23, -1.29, -2.12], [5.57, 0.33, -0.22], [2.00, -0.55, -0.33], [1.89, -1.69, -2.78], [0.44, -0.93, -3.41], [3.01, 1.16, 2.53], [-5.25, 0.43, 1.23], [0.17, -2.59, -0.91], [1.23, 1.07, 0.86], [-2.29, -1.37, -0.19], [5.47, 1.68, 1.56], [-2.21, -1.26, -1.72], [-4.83, -1.43, 0.22]]}

Entry 7:
{"formula": "C17H33O5P", "method": "the ωB97M-V functional and the def2-TZVPD basis", "charge": 0, "e_tot_ha": -1385.037834, "homo_lumo_gap_ev": 7.894, "smiles": "CCCC1=C(P(CC)CC)C(=O)OC1=O.CC(C)O.CC(C)O", "elements": ["C", "H", "H", "H", "H", "C", "H", "C", "H", "H", "O", "O", "H", "C", "H", "H", "O", "H", "C", "H", "H", "C", "H", "H", "H", "H", "P", "H", "C", "H", "H", "H", "H", "H", "H", "C", "C", "H", "C", "C", "H", "C", "H", "H", "H", "C", "H", "O", "O", "H", "C", "H", "H", "C", "C", "C"], "positions_angstrom": [[3.28, -4.29, -1.08], [-7.94, 1.92, 1.43], [4.78, 0.13, -0.79], [-0.34, 0.15, 1.53], [5.73, -1.75, -2.14], [0.34, -1.26, -1.13], [4.47, 1.81, -1.38], [4.38, -1.32, -3.95], [2.96, -5.35, -0.93], [-9.40, 1.97, 3.86], [-0.95, 2.26, 3.03], [0.34, 1.29, -3.19], [-7.50, 3.46, 4.04], [0.70, 0.25, -2.72], [-2.15, 0.62, 3.16], [6.70, 1.96, -1.74], [-9.35, 1.90, 2.90], [-3.87, 1.48, 1.55], [-1.24, 0.69, 1.22], [-8.00, 4.16, 2.51], [-6.14, 0.89, 2.85], [-7.42, 3.35, 2.96], [-0.92, 1.43, 0.48], [6.96, 0.21, -1.42], [-7.26, 0.88, 4.23], [2.96, -3.88, -2.08], [3.76, 0.27, -3.13], [4.39, -4.21, -0.95], [-1.89, 1.37, 2.42], [6.62, 0.76, -3.15], [3.06, -1.26, 0.53], [3.50, -2.03, -3.98], [-2.88, 2.93, 1.29], [3.07, -3.51, 1.00], [4.66, -1.15, -5.02], [-7.98, 2.00, 2.52], [-7.19, 0.85, 3.14], [3.95, -1.82, -0.92], [6.38, 0.93, -2.07], [5.55, -2.08, -3.19], [-7.61, -0.11, 2.83], [2.59, -3.33, 0.00], [6.48, -2.02, -3.83], [-3.58, 2.63, 2.87], [-0.71, 2.93, 2.38], [-3.13, 2.14, 2.00], [5.28, -3.17, -3.16], [-0.24, -1.88, -0.27], [-0.26, -0.68, -2.26], [1.50, -3.53, 0.10], [2.96, -1.85, -0.42], [-1.92, -0.01, 0.74], [-6.38, 3.46, 2.66], [4.85, 0.79, -1.70], [2.12, -0.24, -2.34], [1.90, -1.12, -1.28]]}

Entry 8:
{"formula": "C17H34AsF5N9ORhSSi2Te", "method": "the ωB97M-V functional and the def2-TZVPD basis", "spin_multiplicity": 5, "charge": 0, "e_tot_ha": -5327.073525, "relative_energy_ev": 1.884, "homo_lumo_gap_ev": [6.593, 5.745], "elements": ["H", "C", "S", "C", "H", "F", "H", "N", "F", "F", "Te", "H", "C", "N", "H", "H", "C", "H", "Rh", "C", "H", "H", "H", "N", "C", "H", "H", "C", "H", "Si", "H", "Si", "N", "N", "C", "H", "H", "C", "H", "As", "H", "H", "C", "H", "C", "F", "H", "H", "C", "H", "N", "C", "H", "H", "N", "F", "H", "H", "H", "C", "O", "N", "H", "H", "H", "H", "H", "C", "C", "C", "H", "N"], "positions_angstrom": [[0.33, 3.80, -3.22], [-1.43, 2.22, 3.91], [-0.45, -1.49, 2.14], [-0.91, 0.70, -3.74], [2.17, -0.32, 3.99], [2.48, -0.96, -0.02], [0.66, 0.34, 5.49], [-0.14, 0.99, -1.46], [4.61, -0.10, -1.17], [4.12, 1.44, 0.85], [3.00, 0.79, -0.91], [-5.61, 0.72, 1.07], [-0.54, 1.98, -4.03], [-0.96, -1.36, -0.66], [-1.83, 2.27, 4.93], [-1.43, -3.42, 3.65], [-1.49, -4.27, 2.98], [-0.66, 2.36, -5.04], [0.05, -0.03, 0.40], [-1.17, -1.07, -2.04], [-5.86, 2.33, 0.74], [6.13, 0.03, 1.22], [2.47, -1.47, 2.67], [-2.00, 1.36, 0.79], [-0.20, -5.07, 3.01], [0.03, -5.39, 4.02], [-1.86, 3.04, 3.34], [-0.74, 0.20, -2.42], [0.53, 1.86, 6.37], [3.97, 0.49, 2.40], [0.63, -4.46, 2.64], [0.45, 2.34, 3.98], [-5.39, 1.48, 0.44], [-1.80, -3.76, 1.65], [1.00, 1.38, 5.51], [3.65, -1.29, 3.98], [2.07, 1.39, 5.67], [2.94, -0.75, 3.35], [-1.76, 1.28, 3.47], [1.30, 1.57, 1.87], [2.11, 4.17, 4.22], [0.65, 2.81, -0.96], [5.39, -0.55, 1.76], [-2.34, -4.88, 3.30], [-1.77, -2.08, -2.95], [3.71, 2.14, -2.10], [-0.27, -5.96, 2.38], [0.53, 4.64, 4.87], [-2.22, 2.65, 0.51], [5.04, -1.36, 1.11], [-1.48, -2.47, -0.18], [1.03, 4.11, 4.05], [5.42, 1.70, 3.96], [-2.02, -2.98, -2.40], [-3.51, 2.92, 0.37], [2.47, -0.10, -2.52], [-1.35, 0.05, -4.49], [-1.06, -2.34, -3.74], [-2.10, -4.42, 0.95], [4.48, 1.94, 3.45], [1.47, 3.06, 1.07], [-3.18, 0.78, 0.82], [-1.43, 3.39, 0.44], [4.64, 2.83, 2.84], [3.74, 2.17, 4.21], [5.84, -1.00, 2.65], [-2.67, -1.69, -3.42], [-1.28, -2.62, 1.14], [0.19, 2.24, -1.77], [0.01, 2.79, -3.03], [0.82, 4.61, 3.11], [-4.03, 1.73, 0.57]]}